Below is a molecular structure, C9H21F3IO4P2PmS, with properties calculated with ωB97M-V with the def2-TZVPD basis set.

max |F|	6.1	eV Å⁻¹
E_tot	-2942.5220	hartree
orbital gap (alpha / beta)	7.12 / 7.33	eV

Geometry as ORCA input:
```
! wB97M-V def2-TZVPD RIJCOSX def2/J DEFGRID3
* xyz 2 5
C 0.975 0.320 -2.240
I 2.820 0.521 -1.227
H 1.001 0.709 -3.251
H 0.313 1.063 -1.733
H 0.561 -0.679 -2.195
Pm -0.340 -0.088 1.371
P -0.146 2.804 0.236
C -1.386 3.953 0.936
C 1.388 3.529 0.999
H 1.558 4.548 0.607
H 0.350 4.692 -1.263
H 2.241 2.881 0.741
H 0.719 3.138 -2.060
H -1.675 3.637 1.950
H 1.272 3.567 2.093
C 0.010 3.654 -1.406
H -1.001 4.988 0.987
H -0.970 3.679 -1.897
H -2.293 3.945 0.310
P -0.046 -3.586 0.347
C -1.288 -4.653 1.011
C 0.222 -3.936 -1.388
H 2.216 -3.069 0.956
H 1.898 -4.806 1.073
H 1.296 -3.720 2.316
C 1.468 -3.814 1.242
H 1.071 -3.360 -1.786
H 0.421 -5.005 -1.556
H -1.080 -5.687 0.741
H -2.265 -4.385 0.621
H -0.670 -3.662 -1.970
H -1.332 -4.585 2.093
C -2.585 1.008 0.822
O -3.609 1.509 0.595
F -0.121 -0.899 5.133
C -1.141 -1.607 4.571
F -0.622 -2.688 3.918
F -2.006 -2.046 5.494
S -2.150 -0.484 3.360
O -3.167 -1.365 2.771
O -2.559 0.721 4.084
O -0.512 -2.116 0.483
*
```

Atomic partial charges in e from the Löwdin method, atoms 1 to 8: C -0.60; I 0.84; H 0.03; H -0.08; H -0.01; Pm 1.52; P 0.71; C -0.28